Record 1
DFT (ωB97M-V with the def2-TZVPD basis set) results for a 2-piece molecular cluster, C23H29BBrNO7S overall.

Structure (XYZ):
```
63
Properties=species:S:1:pos:R:3:forces:R:3:mulliken_charge:R:1
Br -1.136667 -4.631074 -3.058917 -0.55 0.30 -0.27 -0.178
S -2.213493 -0.585215 -3.055836 0.06 0.15 1.14 -0.333
O -3.715419 -6.127428 0.043179 -0.86 1.84 0.71 -0.608
O 5.495098 2.301385 2.569396 0.03 -0.01 0.23 -0.254
O 5.894671 1.772692 4.631521 -0.04 0.08 -0.16 -0.310
O 5.327548 3.914332 4.151911 0.04 -0.19 -0.02 -0.546
O -2.614343 -3.470069 -5.130616 0.26 -0.31 0.68 -0.466
O 3.016966 0.952863 -0.279241 -1.30 -0.52 -0.13 -0.359
O 0.225367 2.557972 1.315126 -0.37 0.81 -1.06 -0.418
N -1.368620 0.301117 -0.053813 -2.10 -0.39 -1.45 0.266
C -1.546562 3.806328 -1.605310 -0.11 -1.35 -0.94 -0.627
C -2.423641 -1.692171 0.992003 -1.02 -1.34 -2.35 -0.882
C -1.383137 2.724721 -0.627691 -0.37 0.35 -2.07 1.043
C 5.135957 3.271703 1.586326 -0.02 0.19 -0.41 -0.643
C 5.549620 2.778750 3.817438 0.01 -0.12 -0.11 0.779
C -3.801272 -3.207510 -3.027465 0.13 0.10 0.23 -0.697
C 4.128525 -1.281789 -0.004739 -0.59 -0.46 -0.02 -0.997
C -1.950594 1.103711 -2.451818 0.00 0.81 0.55 0.653
C -3.612177 -3.525394 -0.403984 1.27 1.70 -0.08 -0.018
C -1.894004 3.569144 -3.010258 0.06 -2.43 1.41 -0.720
C 1.325152 2.699257 0.394242 1.47 -0.82 0.21 0.481
C -2.124128 -0.918166 -0.239134 -1.11 -2.77 1.23 0.444
C 5.991782 2.140303 6.006430 0.05 0.01 0.36 -0.631
C -0.984565 3.143918 0.822548 -1.07 -0.32 -0.06 -1.112
C -5.932428 -5.128892 -0.810163 0.32 0.06 0.23 -0.938
C -2.585681 -1.486992 -1.499767 -0.18 0.00 0.68 0.839
C -1.588567 1.312966 -1.057398 0.15 3.11 -0.76 -0.354
C 3.090011 -0.389561 -0.796583 1.16 -0.62 -0.71 -0.141
C -2.623360 -3.664499 -3.963212 -0.87 0.47 -0.03 0.518
C 1.608812 1.281396 -0.239596 -0.28 0.11 0.34 -0.371
C -3.336662 -2.750760 -1.619651 0.39 0.76 1.84 0.046
C -3.150478 -2.965494 0.870519 0.70 1.03 -1.07 -0.805
C -2.119867 2.190152 -3.427789 0.73 0.72 2.13 -0.666
B -4.376606 -4.940692 -0.374277 -0.17 -1.02 -0.36 0.672
H -1.372943 4.875269 -1.312305 -0.15 -1.28 -0.04 0.240
H -1.998860 4.367387 -3.777178 0.15 -0.56 0.96 0.353
H 3.553245 -2.154514 0.419679 0.73 0.77 -0.37 0.277
H 3.395709 -0.314602 -1.884646 -0.26 -0.11 1.06 0.339
H -6.248516 -6.207324 -0.700657 0.14 1.18 -0.05 0.247
H -0.974300 4.271743 0.892717 0.18 -1.07 -0.23 0.373
H -6.564537 -4.446425 -0.183160 0.29 -0.65 -0.60 0.310
H -4.355431 -6.635988 0.578936 0.44 -0.13 -0.80 0.307
H 1.134105 0.533570 0.462379 0.20 0.84 -0.87 0.303
H 1.199918 3.520787 -0.355524 -0.21 -0.74 0.59 0.231
H 2.238520 2.948787 1.007452 -0.96 -0.22 -0.53 -0.471
H -2.092810 -1.362375 2.007701 -0.28 -0.15 -1.15 0.389
H -1.685594 0.665093 0.854173 0.72 0.00 -0.44 0.260
H 1.175947 1.162609 -1.279783 0.29 0.21 1.09 0.315
H -4.338382 -2.374016 -3.569211 0.79 -0.76 0.50 0.352
H 5.029586 2.493127 6.379789 0.10 0.12 -0.08 0.287
H 4.140273 3.669201 1.784201 0.15 0.10 0.11 0.215
H 4.589225 -0.760535 0.875172 -0.35 -0.23 -1.04 0.237
H 5.122194 2.774195 0.617937 0.01 -0.23 0.21 0.202
H 6.761523 2.899925 6.148577 -0.16 0.06 -0.04 0.289
H -2.393022 1.974582 -4.491298 0.26 0.02 1.23 0.338
H -6.090510 -4.839836 -1.882430 0.04 -0.18 0.94 0.278
H -1.805608 2.810211 1.528186 0.92 0.27 -0.58 0.329
H -3.345442 -3.564037 1.798060 0.28 0.73 -0.94 0.295
H 5.871728 4.076550 1.552594 -0.12 0.03 0.16 0.363
H -4.543602 -4.057368 -3.003424 1.02 0.73 0.21 -0.023
H 2.102560 -0.927420 -0.802102 0.73 0.80 0.23 0.198
H 6.275536 1.250281 6.565812 -0.02 -0.07 -0.26 0.222
H 4.912254 -1.705884 -0.695027 -0.70 0.58 0.84 0.277
```
Forces are in eV/Å.

The frontier orbital gap is 8.052 eV. The total energy is -121696.317 eV. The SMILES is CCOCCOCc1cccc2c1Nc1ccc(B(C)O)c(CC(=O)Br)c1S2.COC(=O)OC. As for the HOMO energy: -7.7781 eV. As for the LUMO energy: 0.27 eV. Its multiplicity is 1. Its total charge is 0.

Record 2
DFT (ωB97M-V with the def2-TZVPD basis set) results for a 10-piece molecular cluster, C48H58F2O12 overall.

Structure (XYZ):
```
120
Properties=species:S:1:pos:R:3:forces:R:3:mulliken_charge:R:1
F 0.173220 -7.540602 -2.509857 1.11 2.34 0.12 -0.188
F 0.018256 2.584826 0.540920 -0.10 -0.20 0.13 -0.283
O -5.392449 2.529157 -1.476563 0.05 -0.01 -0.59 -0.264
O 3.658480 2.093532 -3.417525 -0.72 -1.13 1.38 0.087
O -3.477100 -5.107058 4.232723 0.15 0.45 -0.22 -0.337
O -5.658939 -4.523792 3.751486 1.84 -0.16 2.03 -0.584
O -5.753439 1.700595 0.602462 -0.44 -0.18 0.15 -0.562
O 4.714570 0.025322 2.813818 0.41 0.39 -0.73 -0.211
O 3.700226 3.779032 -4.967958 0.25 -3.48 0.93 -0.600
O -3.678878 1.909952 -0.266134 -0.95 0.93 -3.10 -0.075
O 4.085477 1.678932 1.527429 0.57 -1.41 -1.10 -0.124
O 4.476679 1.612578 -5.320094 -1.05 -0.35 1.62 -0.208
O 3.522412 1.800668 3.722601 2.32 -1.73 -3.32 -0.629
O -4.727091 -4.582049 5.906580 0.18 -0.14 -1.10 -0.296
C -2.106195 1.975058 -6.377405 0.04 0.09 0.53 -0.426
C 1.688611 -6.062988 -3.588311 -0.49 0.46 -1.10 -0.343
C -1.163233 -1.699624 1.167783 0.10 0.87 -0.88 -0.107
C -4.716694 0.031523 3.985966 0.53 0.07 -0.48 -0.955
C 1.911165 -3.872849 -2.714694 -0.17 3.51 0.85 -0.043
C 3.130346 2.929803 -2.382483 -0.25 0.57 -0.28 -0.369
C -2.712017 2.279156 -4.083568 0.32 0.16 2.26 -0.358
C 5.425128 -0.846499 -3.267949 0.16 0.29 1.49 -0.581
C 2.135936 -4.758755 -3.693071 1.09 -2.93 -2.19 -0.555
C 0.152931 2.794000 2.903775 0.54 -0.52 -1.23 0.648
C 4.950007 -0.687927 -1.961174 0.78 0.26 -0.45 -0.123
C -5.801761 -3.962628 6.565406 -1.46 0.86 1.23 -0.677
C -2.562532 0.836393 4.625282 -0.53 0.17 1.04 -0.169
C 7.131506 0.107704 -1.273836 0.09 -0.15 0.19 -0.287
C -0.457301 -1.234865 -1.141662 0.68 1.18 0.23 -1.054
C -0.084957 -0.974382 1.715573 0.45 -0.34 -2.06 -0.303
C 0.632501 -0.538061 -0.634104 0.39 0.19 2.32 -0.133
C -6.765575 2.855086 -1.830795 0.20 0.08 0.10 -0.719
C -1.546795 4.968722 2.795722 -0.09 0.28 -1.59 -0.360
C -3.062615 -5.131200 2.844571 -1.10 -1.19 -0.06 -0.603
C 1.116219 -4.119773 -1.597947 -0.84 -2.27 0.98 -0.198
C -1.090478 1.123621 -5.964608 -0.10 -0.43 -0.70 -0.649
C -2.149592 -0.467714 4.799710 0.74 -0.11 0.32 -0.575
C -5.039631 2.008897 -0.305776 0.73 0.14 0.39 0.632
C 3.385890 2.838408 1.214114 0.70 2.26 -1.81 -0.019
C -1.373117 -1.744720 -0.244264 0.21 -1.13 1.32 -0.882
C 0.594510 -5.387181 -1.543126 -1.53 0.09 1.55 -0.605
C 5.132697 -0.555461 4.059880 -0.28 -0.02 1.39 -0.782
C 3.876900 2.597918 -4.597630 1.11 3.13 -2.42 0.503
C -2.877397 2.567560 -5.398406 -0.59 0.82 -0.79 -0.418
C -0.932913 0.836316 -4.617834 0.79 0.00 0.41 -0.179
C 0.789650 -6.335423 -2.536818 -0.20 -1.64 0.15 0.478
C 4.964220 1.787873 -6.615402 -0.17 1.42 -0.83 -0.752
C -1.255198 4.277487 1.610878 0.58 -1.06 0.20 -0.555
C -4.746595 -4.702320 4.554877 -0.33 -0.07 -1.12 0.799
C -3.101776 1.314599 0.832185 -0.40 -0.24 1.99 0.008
C -3.861471 1.106880 4.271456 -0.70 -0.62 -0.39 -0.578
C -1.687723 1.456668 -3.654975 -0.67 -0.59 -0.52 -0.085
C -0.373013 3.184825 1.690965 -0.94 1.82 0.47 0.127
C -0.126629 3.525622 4.032461 0.60 0.53 0.76 -1.097
C 0.834166 -0.430886 0.783078 -0.87 -0.32 -1.08 -0.368
C -2.958846 -1.565764 4.519652 0.00 1.03 -0.63 -0.371
C 7.662712 -0.092646 -2.548866 -1.54 0.16 0.16 -0.776
C -4.240461 -1.285888 4.034465 -0.01 0.15 0.70 -0.039
C 5.817790 -0.198651 -0.975021 -1.23 -0.41 -0.50 -0.359
C 6.750884 -0.521671 -3.537535 0.25 -0.14 -0.40 -0.248
C 4.112640 1.249982 2.738189 -2.55 -0.15 5.98 0.739
C -0.908175 4.667123 3.965028 -0.80 -0.77 0.50 -0.591
H -3.151484 2.066841 1.619436 -0.01 -0.46 0.58 0.130
H 0.862832 1.983317 2.831456 0.08 -0.18 0.64 0.345
H -2.047989 1.058077 0.723439 -0.17 0.09 -0.78 -0.630
H 3.957765 3.536360 -2.014294 -0.34 0.42 -0.14 0.379
H 3.899600 -0.845129 -1.765411 -0.11 -0.13 0.29 0.358
H -2.593847 -2.577466 4.617785 -0.05 -0.10 0.17 0.482
H -1.908747 -2.129985 1.820007 -0.05 -0.04 0.06 0.107
H 5.397094 -0.057252 0.009568 0.26 0.16 0.20 0.539
H 0.883528 -3.446259 -0.786391 0.27 0.40 -0.21 0.565
H -6.787297 -4.392942 6.387504 0.18 -0.05 -0.69 0.332
H 2.724702 -4.453677 -4.545529 0.04 -0.12 -0.08 0.425
H -1.235485 5.237859 4.821502 0.53 -0.08 0.34 0.370
H 0.356087 3.284570 4.968021 0.02 -0.24 0.06 0.471
H -3.288128 2.667342 -3.256638 -0.52 0.53 -0.37 0.332
H 1.773573 -6.830179 -4.343698 0.45 0.09 -0.19 0.441
H 2.239879 -2.854530 -2.860907 0.33 0.13 0.04 0.490
H 4.223181 2.266927 -7.255312 -0.21 -0.15 -0.06 0.340
H -0.581256 -1.220780 -2.214431 -0.41 -0.29 -0.11 0.569
H -1.655451 4.472030 0.626825 -0.28 0.41 0.08 0.489
H 5.793675 2.494691 -6.593057 0.34 -0.31 -0.10 0.304
H 5.549502 -1.562264 4.032926 0.18 0.05 -1.64 0.290
H 8.699383 0.177405 -2.685960 -0.04 -0.13 -0.57 0.382
H -3.655877 -5.884483 2.326196 -0.79 0.53 -0.24 0.390
H -3.565008 3.337468 -5.715949 -0.43 -0.14 0.11 0.356
H -7.523189 2.430631 -1.172042 0.39 0.03 0.26 0.330
H 5.221339 0.810695 -7.024182 0.12 0.16 0.26 0.235
H -4.182005 2.138005 4.250593 -0.32 -0.01 -0.12 0.409
H 2.724031 2.384952 -1.530334 0.41 -0.84 -0.41 -0.308
H -5.833608 -2.876084 6.484695 0.10 0.05 -1.06 0.257
H 1.335482 0.015281 -1.239111 0.03 -0.18 -0.39 0.446
H 3.844518 3.130860 0.269530 0.33 0.13 -0.01 0.019
H 7.709974 0.528074 -0.464475 0.39 -0.06 -0.08 0.405
H 0.089742 -0.852565 2.774365 -0.21 -0.11 0.07 0.490
H -5.726709 0.218247 3.652202 -0.10 0.01 0.06 0.398
H -0.190075 0.159818 -4.221676 0.43 -0.22 -0.54 0.308
H -2.402047 2.243618 -7.380781 0.70 -0.30 -0.33 0.371
H -2.103526 -5.627390 2.696146 0.50 0.67 1.05 0.249
H -0.445779 0.650338 -6.690403 0.04 -0.09 -0.09 0.376
H 2.355071 2.767547 0.867028 -0.30 -0.62 1.16 -0.218
H 6.965942 -0.588859 -4.593764 0.81 -0.01 -0.01 0.361
H 5.909134 0.012259 4.572654 -0.31 0.50 -0.19 0.325
H 4.319564 -0.780394 4.750038 -0.45 0.94 -0.08 0.297
H -1.173826 -0.516630 5.260028 0.25 -0.75 -0.07 0.456
H -1.569855 1.196346 -2.613477 0.01 0.17 0.14 0.373
H -0.075679 -5.675218 -0.746716 -0.03 0.05 0.21 0.500
H -6.835430 3.941772 -1.879025 -0.03 -0.05 0.33 0.276
H -1.980119 1.640950 5.049404 0.40 0.07 -0.43 0.487
H -4.900338 -2.116349 3.831255 -0.21 0.06 -0.23 0.458
H 2.266505 3.473575 -2.764831 0.41 0.52 -0.10 0.422
H -2.201829 -2.311953 -0.641599 -0.33 0.08 0.15 0.628
H 1.705501 0.124844 1.096698 0.02 0.05 0.26 0.521
H 3.633003 3.668995 1.875294 -0.62 -0.32 0.41 0.368
H -2.239481 5.797040 2.817437 -0.09 0.06 -0.37 0.432
H -5.723787 -4.006567 7.651722 0.86 -0.88 0.00 0.300
H -3.106008 -4.155226 2.361146 -0.10 -0.08 0.18 0.203
H -3.695379 0.431489 1.068488 0.27 -0.07 0.53 0.584
H -6.964224 2.504750 -2.843662 0.38 -0.28 0.10 0.254
H 4.747712 -1.195233 -4.033378 0.13 0.15 -0.27 0.361
```
Forces are in eV/Å.

The frontier orbital gap (spin up / spin down) is 6.629 / 2.222 eV. The total energy is -80709.344 eV. As for the HOMO energy (spin up / spin down): -10.8257 / -10.8247 eV. As for the LUMO energy (spin up / spin down): -4.20 / -8.60 eV. As for the expectation value of S²: 0.765. Its multiplicity is 2. Its total charge is +1.